Record 1
The following is a quantum chemistry calculation of a cluster of 15 separate species, C5H41NO15 in total in a non-equilibrium geometry, from the Open Molecules 2025 dataset.

Properties
Calculated total energy = -38044.67356 eV
HOMO-LUMO gap (spin up / spin down) = 10.36 / 4.97 eV
Maximum force = 0.05279 Eh/bohr
Net charge = +1
Molar mass = 355.4 g mol⁻¹
2S+1 = 2
E_LUMO (spin up / spin down) = -2.892 / -8.285 eV
Highest occupied orbital energy (spin up / spin down) = -13.257 / -13.257 eV

```
62
Properties=species:S:1:pos:R:3:lowdin_spin:R:1
O -1.17683 -4.02284 0.86814 0.000
O 0.44181 -3.51817 -1.05040 0.000
O -3.78633 1.65828 -2.42111 0.000
O 3.26475 1.96870 -2.07706 0.000
O 1.93699 2.78933 2.23059 0.005
O 0.89200 -1.80350 4.39603 0.000
O 3.81860 -1.90676 0.95460 0.000
O 1.38977 -0.74621 -0.37544 0.000
O -3.17501 -2.04058 0.44381 0.000
O 3.50722 -1.82789 3.60900 0.000
O -0.56816 -3.76948 3.55648 0.000
O 1.57673 0.50197 -3.69930 0.000
O -1.05968 1.56583 -4.84804 0.000
O -2.84219 -0.90839 -3.48252 0.000
O -0.33502 -1.25535 -2.35330 0.000
N -2.83657 3.49394 0.56050 0.689
C -1.62967 3.60550 1.31239 0.115
C -0.16404 0.86088 0.47670 0.002
C -0.27538 2.11867 -0.42721 0.004
C 1.28907 0.32431 0.59816 0.000
C -0.37175 3.41311 0.43296 0.099
H 0.43058 -2.38937 3.74860 0.000
H -1.60780 2.83293 2.09481 0.031
H 2.07411 1.00802 0.27560 0.000
H 1.01990 0.96324 -4.32908 0.000
H -3.59568 -1.27155 -3.03036 0.000
H 0.56728 3.47630 0.97811 0.011
H 3.79467 -1.90941 1.93355 0.000
H -3.16232 0.91696 -2.54224 0.000
H -0.63026 0.08999 -0.13158 0.000
H -1.65053 -4.60613 0.24742 0.000
H -2.01140 -1.18621 -3.04698 0.000
H -0.63633 -3.77049 2.57654 0.000
H 2.21913 1.12736 -3.34585 0.000
H 3.50921 -2.79193 0.69879 0.000
H -0.65512 0.94887 1.43295 0.001
H -3.08392 -2.97408 0.18590 0.000
H 0.64493 2.23833 -0.99317 0.003
H -1.14096 2.15212 -1.06752 0.001
H -1.67781 4.54490 1.86158 -0.001
H -4.60185 1.29845 -2.76212 0.000
H 4.22022 2.05810 -1.93624 0.000
H 2.30788 3.26433 2.98458 0.000
H 0.41235 -1.08078 -2.95543 0.000
H 2.76389 1.81199 -1.27447 0.000
H 0.16359 -2.69355 -1.53481 0.000
H -0.36769 4.28565 -0.23206 0.001
H 2.72449 -2.28444 3.91260 0.000
H -1.38131 -3.98489 4.07587 0.000
H 1.49670 -0.05231 1.59503 0.000
H -1.41076 0.64509 -4.86110 0.000
H 1.20888 2.17853 2.49825 0.000
H -1.25147 1.91335 -3.96945 0.000
H 2.30483 -0.97035 -0.46384 0.000
H -2.93884 2.77863 -0.18291 0.019
H -0.47353 -3.54897 0.29323 0.000
H 3.89301 -1.37787 4.38045 0.000
H -3.06332 4.39306 0.12928 0.019
H 0.83779 -2.26572 5.20776 0.000
H -2.38400 -2.09885 0.99327 0.000
H 1.30893 -3.30887 -0.66539 0.000
H -0.07377 -0.86177 -1.48454 0.000
```

---

Record 2
The following is a quantum chemistry calculation of a cluster of 20 separate species, C5H49O21 in total in a non-equilibrium geometry, from the Open Molecules 2025 dataset.

Properties
Calculated total energy = -48975.92162 eV
HOMO-LUMO gap = 2.59 eV
Maximum force = 0.02025 Eh/bohr
Net charge = -1
Molar mass = 445.4 g mol⁻¹
2S+1 = 1
E_LUMO = 1.378 eV
Highest occupied orbital energy = -1.209 eV

```
75
Properties=species:S:1:pos:R:3:lowdin_charge:R:1
O -2.96011 -3.75785 -2.04371 -0.052
O 1.39612 -0.31897 -1.21922 -0.145
O -4.30621 1.13689 2.84123 -0.067
O 2.32218 1.72493 -2.76918 -0.360
O 1.02739 -0.25391 4.21983 -0.053
O 4.86779 -1.85803 -7.74547 -0.076
O -5.11965 3.35257 5.05874 -0.051
O 4.03471 1.49487 8.20128 -0.070
O -1.65287 0.90675 3.63387 -0.063
O 1.41819 0.99877 6.92703 -0.043
O 0.12677 0.09271 -5.87107 -0.057
O -1.07459 -2.10223 -3.77703 -0.037
O 4.80466 2.31299 0.97057 -0.085
O 1.88313 3.10716 -5.41552 -0.079
O -6.82784 0.63485 3.88338 -0.054
O -2.20741 0.74620 -3.90068 -0.063
O 3.09626 -0.78486 -5.52380 -0.052
O -0.85975 -3.52691 2.98789 -0.049
O 0.77219 -5.76082 -0.62270 -0.079
O -5.89365 3.75959 1.55234 -0.058
O -1.02459 -3.56165 0.10937 -0.065
C 2.68757 2.57114 -1.58907 -0.204
C 1.05692 -0.87220 0.03685 -0.292
C 0.97152 1.42511 -2.86075 -0.297
C 2.01691 -0.36454 1.09696 -0.070
C 0.40683 0.54610 -1.73326 -0.213
H -0.39409 -0.05017 -2.17929 0.088
H 4.65605 -1.22975 -7.04170 0.003
H 2.02821 0.72324 1.10510 0.078
H 3.14384 1.47474 7.82603 -0.017
H -7.71401 0.29602 3.73285 0.041
H -6.25001 0.07889 3.34692 0.033
H 5.29718 2.96371 0.45976 0.029
H 3.02223 -0.67797 0.81536 0.077
H 1.76726 -0.76826 2.07934 0.035
H 3.30927 1.94011 -0.95836 -0.062
H -0.31654 -2.12770 -3.17791 0.063
H 2.31938 2.79292 -4.59820 0.025
H -1.66400 1.38034 -4.37983 0.024
H 5.38014 2.06603 1.69986 0.015
H 1.77809 2.81939 -1.02989 -0.045
H -4.35049 2.79113 5.20337 0.037
H -0.19611 -3.77300 3.63796 0.042
H 2.39331 2.72327 -6.13356 0.019
H 4.59256 1.78234 7.47394 0.033
H 1.19826 0.57123 7.76214 0.059
H 0.02575 -0.62637 0.29702 0.109
H 5.59788 -2.37763 -7.40106 0.024
H 3.09396 -0.16076 -4.78167 0.047
H 1.60682 -5.30749 -0.76805 0.028
H -1.94288 -0.10079 -4.27478 -0.013
H -1.65294 -3.85828 -0.57089 0.014
H -0.01051 1.19788 -0.96320 0.116
H 0.16031 -5.05015 -0.36858 -0.017
H -5.45313 3.90028 2.39811 0.012
H -0.87902 0.34312 3.77060 -0.003
H -2.44536 -3.10234 -2.53642 0.016
H 0.77611 0.74927 -6.15878 0.039
H 0.63189 1.50519 6.69349 0.065
H -2.41193 0.35372 3.85226 0.022
H -5.21519 3.39290 0.97630 0.039
H 1.79446 0.08316 4.69521 0.044
H -1.31318 -3.97480 0.93303 0.028
H 0.33700 2.31399 -2.99831 0.118
H -0.40868 -0.07557 -6.65397 0.056
H 2.16699 -1.00217 -5.65342 0.012
H -3.49477 1.65801 2.78658 0.031
H 1.15490 -1.95899 -0.03947 0.095
H 0.86445 0.83643 -3.77148 0.073
H -0.69387 -2.24044 -4.64993 0.050
H -5.86756 2.77489 5.25108 0.032
H -2.70776 -4.60121 -2.43344 0.051
H -4.99248 1.76941 3.09038 -0.007
H -0.42502 -2.86273 2.43632 0.034
H 0.74077 -1.00367 4.75132 0.045
```

---

Record 3
The following is a quantum chemistry calculation of the molecule C5H4BBrClNO2 in a non-equilibrium geometry, from the Open Molecules 2025 dataset.

Properties
Calculated total energy = -94073.97888 eV
HOMO-LUMO gap (spin up / spin down) = 7.58 / 7.13 eV
Maximum force = 0.08091 Eh/bohr
Net charge = 0
Molar mass = 236.3 g mol⁻¹
2S+1 = 1
E_LUMO (spin up / spin down) = -0.833 / -1.166 eV
Highest occupied orbital energy (spin up / spin down) = -8.410 / -8.298 eV

```
15
Properties=species:S:1:pos:R:3:lowdin_charge:R:1
Br 1.98399 -1.58107 -2.34518 0.479
Cl -1.96768 1.29176 1.82489 0.804
O -2.17320 0.24612 -1.42060 0.191
O -0.70631 2.12499 -1.54913 0.150
N 0.19213 -0.22469 2.32224 0.025
C -0.68242 0.30174 1.59689 -0.565
C 1.22539 -1.00453 1.91339 -0.160
C 1.70843 -1.32271 0.67677 -0.097
C 1.07816 -0.85282 -0.55143 -0.512
C 0.10514 -0.02987 -0.72817 0.097
B -0.96601 0.81871 -1.33777 -0.864
H 1.70735 -1.28445 2.77858 0.079
H 2.59892 -2.02924 0.68152 0.124
H -1.21892 2.81280 -2.11231 0.168
H -2.88496 0.73325 -1.74970 0.081
```

---

> The lowest molar mass belongs to which entry?

C5H4BBrClNO2

---

> Which value of calculated total energy does entry 2 give?

-48975.92162 eV